# 1
Formula: C18H21N5O2Ti
Source: the OMol25 dataset
Level of theory: the ωB97M-V functional and the def2-TZVPD basis

Atoms and positions in Å:
N 0.490 1.651 -0.435
C 0.565 2.810 -0.360
C 0.662 4.217 -0.252
H -0.336 4.662 -0.289
H 1.258 4.610 -1.080
H 1.144 4.491 0.692
N 2.137 -1.544 -0.838
C 3.105 -2.174 -0.938
C 4.282 -2.945 -0.962
H 4.974 -2.520 -1.689
H 4.036 -3.967 -1.252
H 4.744 -2.945 0.026
N -1.439 -1.390 -0.472
C -2.473 -1.906 -0.423
C -3.736 -2.537 -0.275
H -3.670 -3.331 0.476
H -4.041 -2.976 -1.229
H -4.484 -1.801 0.036
Ti 0.456 -0.456 -0.441
C 0.491 -2.123 1.185
O 0.503 -2.959 1.985
C 1.971 0.185 1.202
O 2.729 0.543 1.984
C 0.980 0.882 -2.971
C -0.422 0.951 -2.848
C -1.181 -0.219 -2.863
C -0.546 -1.469 -2.998
C 0.841 -1.538 -3.113
C 1.608 -0.356 -3.104
H 1.564 1.800 -3.130
H -0.929 1.923 -2.908
H -2.275 -0.153 -2.925
H -1.144 -2.376 -3.161
H 1.314 -2.498 -3.361
H 2.677 -0.393 -3.356
C -1.292 2.640 4.383
N -1.252 1.540 3.421
C -2.079 0.436 3.439
C -1.687 -0.360 2.390
N -0.684 0.285 1.698
C -0.389 1.388 2.369
H -2.281 3.128 4.382
H -1.112 2.277 5.409
H -0.528 3.393 4.139
H -2.841 0.306 4.177
H -2.077 -1.317 2.117
H 0.371 2.135 2.164

Values from the calculation:
- HOMO level (alpha / beta): -21.107 / -21.107 eV
- E_LUMO (alpha / beta): -15.962 / -15.964 eV
- Gap between HOMO and LUMO (alpha / beta): 5.15 / 5.14 eV
- Total charge: +4
- Spin multiplicity: 1
- E: -53623.3011 eV
- Maximum force: 0.103 hartree/bohr

=====

# 2
Formula: C23H36CdN3O10S2
Source: the OMol25 dataset
Level of theory: the ωB97M-V functional and the def2-TZVPD basis

Atoms and positions in Å:
Cd -0.797 -0.416 0.472
C 1.361 2.261 0.429
C 2.004 1.553 1.620
O 1.522 0.229 1.605
C 2.122 -0.629 2.556
C 1.447 -2.011 2.414
O 0.963 -2.246 1.105
C 1.990 -2.347 0.128
C 1.344 -2.304 -1.248
O 0.777 -1.015 -1.433
C 0.141 -0.896 -2.693
C -0.559 0.454 -2.754
O -1.574 0.437 -1.774
C -2.642 1.339 -1.995
C -3.481 1.328 -0.715
O -2.706 1.574 0.440
C -2.275 2.910 0.625
C -0.845 3.174 0.117
O -0.038 2.126 0.609
H 1.678 1.779 -0.509
H 1.662 3.315 0.415
H 1.709 2.065 2.550
H 3.101 1.565 1.543
H 1.978 -0.244 3.575
H 3.204 -0.701 2.363
H 0.562 -2.066 3.052
H 2.155 -2.798 2.703
H 2.545 -3.287 0.257
H 2.678 -1.498 0.201
H 0.557 -3.064 -1.319
H 2.103 -2.486 -2.021
H -0.609 -1.692 -2.813
H 0.892 -0.968 -3.496
H -0.988 0.600 -3.754
H 0.161 1.258 -2.542
H -3.254 1.011 -2.849
H -2.266 2.347 -2.216
H -3.882 0.320 -0.574
H -4.305 2.048 -0.786
H -2.286 3.070 1.707
H -2.966 3.618 0.157
H -0.513 4.147 0.509
H -0.793 3.206 -0.980
C -2.654 -4.357 -1.441
S -2.672 -3.345 0.091
C -4.451 -2.953 0.100
O -1.997 -2.068 -0.359
H -3.297 -5.220 -1.313
H -1.637 -4.696 -1.612
H -2.986 -3.756 -2.279
H -5.021 -3.871 0.202
H -4.718 -2.439 -0.818
H -4.667 -2.325 0.961
O -7.205 -2.269 3.106
S -7.675 -2.165 4.478
O -7.014 -3.065 5.409
O -9.089 -1.959 4.648
C -6.817 -0.632 5.108
N -7.178 0.023 6.188
C -6.304 0.895 6.670
C -4.990 0.947 6.210
C -4.696 0.161 5.098
N -5.669 -0.542 4.491
C -3.439 -0.017 4.403
C -3.223 -1.273 3.797
C -2.251 -1.410 2.846
N -1.461 -0.387 2.446
C -1.577 0.773 3.121
C -2.526 1.001 4.088
H -6.639 1.516 7.490
H -4.237 1.507 6.740
H -3.871 -2.096 4.055
H -2.075 -2.369 2.373
H -0.869 1.542 2.845
H -2.597 1.969 4.560

Values from the calculation:
- HOMO level: -9.214 eV
- E_LUMO: -3.114 eV
- Gap between HOMO and LUMO: 6.10 eV
- Total charge: +1
- Spin multiplicity: 1
- E: -75605.6631 eV
- Maximum force: 0.040 hartree/bohr

=====

# 3
Formula: C28H27CoN8O2S
Source: the OMol25 dataset
Level of theory: the ωB97M-V functional and the def2-TZVPD basis

Atoms and positions in Å:
Co -0.037 -0.117 -0.042
C -0.306 2.367 1.267
N 0.083 1.849 -0.079
C 1.469 2.233 -0.473
C 2.447 1.150 -0.147
C 3.810 1.362 -0.049
C 4.639 0.275 0.169
C 4.081 -0.991 0.286
C 2.712 -1.122 0.186
N 1.915 -0.069 -0.027
C -0.872 2.251 -1.159
C -0.895 1.194 -2.226
C -1.657 1.314 -3.371
C -1.637 0.277 -4.287
C -0.836 -0.834 -4.047
C -0.117 -0.890 -2.876
N -0.145 0.108 -1.978
C -0.558 1.258 2.249
C -1.237 1.464 3.433
C -1.369 0.405 4.315
C -0.783 -0.813 4.006
C -0.123 -0.942 2.803
N -0.022 0.071 1.931
H -1.172 3.022 1.184
H 0.517 2.970 1.658
H 1.750 3.176 -0.005
H 1.486 2.390 -1.553
H 4.212 2.361 -0.150
H 5.709 0.412 0.247
H 4.695 -1.864 0.457
H 2.231 -2.082 0.283
H -0.577 3.216 -1.581
H -1.875 2.346 -0.748
H -2.271 2.191 -3.522
H -2.242 0.330 -5.183
H -0.781 -1.651 -4.752
H 0.515 -1.733 -2.635
H -1.658 2.435 3.658
H -1.921 0.530 5.237
H -0.844 -1.655 4.680
H 0.350 -1.872 2.519
N -6.580 0.133 4.927
C -5.862 0.108 3.775
C -5.902 -1.015 2.932
C -5.178 -1.044 1.764
C -4.389 0.049 1.410
C -4.357 1.183 2.222
C -5.075 1.211 3.397
S -3.548 0.073 -0.108
O -3.386 1.451 -0.496
O -4.126 -0.866 -1.016
N -1.968 -0.439 0.167
C -1.733 -1.759 0.367
N -0.451 -2.031 0.020
C -0.004 -3.287 0.156
C -0.834 -4.278 0.603
C -2.133 -3.894 0.964
N -2.580 -2.655 0.870
H -7.204 -0.618 5.160
H -6.630 0.965 5.486
H -6.537 -1.852 3.195
H -5.228 -1.900 1.108
H -3.807 2.057 1.900
H -5.074 2.101 4.014
H 1.019 -3.490 -0.135
H -0.499 -5.301 0.673
H -2.829 -4.623 1.364

Values from the calculation:
- HOMO level: -12.593 eV
- E_LUMO: -6.225 eV
- Gap between HOMO and LUMO: 6.37 eV
- Total charge: +2
- Spin multiplicity: 1
- E: -93940.4983 eV
- ΔE to the lowest compared entry with this formula, charge and spin: 0.0000 eV
- Maximum force: 0.027 hartree/bohr

=====

# 4
Formula: C31H26BrN6S2V
Source: the OMol25 dataset
Level of theory: the ωB97M-V functional and the def2-TZVPD basis

Atoms and positions in Å:
V 0.450 0.621 -0.965
C -0.616 3.238 5.656
C -0.484 2.397 4.420
C -0.379 1.009 4.464
C -0.229 0.276 3.316
C -0.179 0.857 2.019
N 0.050 0.103 0.935
C -0.169 -1.252 1.047
C -1.471 -1.715 1.312
C -1.755 -3.049 1.483
C -0.746 -4.007 1.408
C -1.047 -5.458 1.652
C 0.532 -3.582 1.096
C 0.843 -2.234 0.918
N 2.165 -1.851 0.648
C 3.254 -2.650 0.546
C 4.344 -1.832 0.353
C 3.815 -0.537 0.343
N 2.505 -0.566 0.514
C -0.308 2.274 1.994
C -0.431 2.996 3.174
N -0.217 3.004 0.801
C -0.629 4.279 0.616
C -0.110 4.708 -0.584
C 0.603 3.615 -1.070
N 0.507 2.585 -0.239
H -0.881 2.622 6.511
H 0.323 3.749 5.879
H -1.385 3.998 5.515
H -0.400 0.500 5.419
H -0.109 -0.796 3.393
H -2.258 -0.975 1.370
H -2.766 -3.364 1.698
H -1.890 -5.560 2.333
H -1.307 -5.954 0.716
H -0.187 -5.968 2.086
H 1.309 -4.328 1.012
H 3.208 -3.718 0.601
H 5.366 -2.136 0.246
H 4.321 0.402 0.237
H -0.453 4.074 3.122
H -1.269 4.793 1.304
H -0.233 5.666 -1.044
H 1.161 3.542 -1.985
S -1.846 0.891 -1.314
C -1.957 1.716 -2.846
C -3.199 2.176 -3.283
C -3.334 2.843 -4.486
C -2.220 3.056 -5.286
C -0.984 2.608 -4.864
C -0.826 1.938 -3.653
S 0.767 1.412 -3.207
H -4.066 1.997 -2.661
H -4.310 3.194 -4.799
H -2.320 3.567 -6.237
H -0.104 2.778 -5.469
Br -1.116 -4.731 -2.294
C 0.157 -3.319 -2.321
C 1.445 -3.573 -2.787
C 2.323 -2.484 -2.770
C 1.896 -1.280 -2.279
N 0.658 -1.060 -1.775
C -0.214 -2.084 -1.850
H 1.739 -4.540 -3.154
H 3.332 -2.587 -3.141
H 2.556 -0.417 -2.286
H -1.223 -1.878 -1.509

Values from the calculation:
- HOMO level (alpha / beta): -2.764 / -3.433 eV
- E_LUMO (alpha / beta): 2.464 / 2.457 eV
- Gap between HOMO and LUMO (alpha / beta): 5.23 / 5.89 eV
- Total charge: -1
- Spin multiplicity: 4
- E: -158912.9143 eV
- ΔE to the lowest compared entry with this formula, charge and spin: 0.8033 eV
- Maximum force: 0.061 hartree/bohr

=====

# 5
Formula: C21H29BrCuN3O2Sb2
Source: the OMol25 dataset
Level of theory: the ωB97M-V functional and the def2-TZVPD basis

Atoms and positions in Å:
Cu -0.411 0.607 0.367
C 0.920 -0.954 3.213
Sb 0.628 -2.288 1.519
C 0.683 -4.051 2.799
C 2.700 -2.321 0.710
C 3.715 -2.238 1.762
C 4.135 -3.456 2.323
C 5.154 -3.532 3.245
C 5.818 -2.370 3.610
C 5.404 -1.162 3.084
C 4.327 -1.052 2.201
C 3.962 0.368 1.877
Sb 2.555 1.120 0.370
C 3.818 0.863 -1.362
C 3.165 3.184 0.697
H 1.929 -1.110 3.576
H 0.214 -1.202 3.998
H 0.783 0.082 2.921
H 1.589 -4.052 3.393
H 0.623 -4.959 2.211
H -0.180 -3.999 3.453
H 2.722 -1.526 -0.021
H 2.752 -3.277 0.201
H 3.653 -4.363 1.989
H 5.452 -4.480 3.662
H 6.649 -2.402 4.299
H 5.922 -0.258 3.374
H 4.872 0.928 1.645
H 3.550 0.814 2.786
H 4.789 1.298 -1.137
H 3.380 1.375 -2.214
H 3.936 -0.189 -1.604
H 4.240 3.211 0.839
H 2.675 3.594 1.574
H 2.909 3.794 -0.164
Br -0.892 4.052 0.000
C -0.731 3.007 -1.576
C -0.985 3.528 -2.831
C -0.862 2.672 -3.917
C -0.470 1.356 -3.720
C -0.239 0.932 -2.421
N -0.378 1.751 -1.378
C 0.209 -0.499 -2.090
O 0.349 -1.299 -2.983
O 0.426 -0.690 -0.838
H -1.282 4.558 -2.945
H -1.072 3.043 -4.906
H -0.344 0.661 -4.534
C -4.905 1.689 1.677
N -3.942 1.025 2.534
C -4.397 0.623 3.848
C -2.786 0.710 2.079
N -1.728 0.419 1.696
H -5.266 2.595 2.170
H -5.748 1.021 1.484
H -4.440 1.958 0.730
H -4.730 1.496 4.413
H -3.592 0.136 4.395
H -5.234 -0.070 3.739

Values from the calculation:
- HOMO level (alpha / beta): -10.396 / -10.366 eV
- E_LUMO (alpha / beta): -2.110 / -5.850 eV
- Gap between HOMO and LUMO (alpha / beta): 8.29 / 4.52 eV
- Total charge: +1
- Spin multiplicity: 2
- E: -158562.2597 eV
- ΔE to the lowest compared entry with this formula, charge and spin: 0.5463 eV
- Maximum force: 0.035 hartree/bohr

=====

# 6
Formula: C4H8O2
Source: the OMol25 dataset
Level of theory: the ωB97M-V functional and the def2-TZVPD basis

Atoms and positions in Å:
C -1.933 0.473 -0.321
C -0.884 -0.754 0.063
C 0.397 0.021 0.191
O 0.285 1.224 0.338
C 1.842 -0.453 0.104
O 2.637 0.650 -0.219
H -1.886 1.394 0.314
H -2.942 0.100 -0.206
H -1.760 0.880 -1.327
H -0.691 -1.742 -0.460
H -1.253 -1.104 1.030
H 2.101 -0.863 1.097
H 1.997 -1.245 -0.636
H 2.089 1.420 0.033

Values from the calculation:
- HOMO level: -10.087 eV
- E_LUMO: 0.816 eV
- Gap between HOMO and LUMO: 10.90 eV
- Spin multiplicity: 1
- E: -8371.4195 eV
- SMILES string: CCC(=O)CO
- ΔE to the lowest compared entry with this formula, charge and spin: 1.8622 eV
- Maximum force: 0.035 hartree/bohr

=====

# 7
Formula: H2N2O3
Source: the OMol25 dataset
Level of theory: the ωB97M-V functional and the def2-TZVPD basis

Atoms and positions in Å:
N 1.954 -0.020 0.047
N -1.020 -0.246 0.890
O -1.194 -1.346 1.279
O 1.846 1.177 -0.299
O -1.109 -0.139 -0.424
H 0.779 1.477 -0.624
H -1.256 -0.903 -0.869

Values from the calculation:
- HOMO level (alpha / beta): -8.845 / -8.854 eV
- E_LUMO (alpha / beta): 0.085 / -0.023 eV
- Gap between HOMO and LUMO (alpha / beta): 8.93 / 8.83 eV
- Spin multiplicity: 1
- E: -9147.4660 eV
- ΔE to the lowest compared entry with this formula, charge and spin: 2.7726 eV
- Maximum force: 0.111 hartree/bohr

=====

# 8
Formula: C27H50N2O2P2Sn
Source: the OMol25 dataset
Level of theory: the ωB97M-V functional and the def2-TZVPD basis

Atoms and positions in Å:
Sn 0.205 -0.875 0.368
C -2.069 -0.091 0.598
O -3.203 0.141 0.600
C 2.118 0.199 -0.802
O 2.930 -0.012 -1.600
P -0.496 -1.717 -2.010
C -0.679 -0.803 -3.597
H -0.904 -1.591 -4.336
C 0.825 -2.993 -2.417
H 1.749 -2.402 -2.261
C -2.153 -2.550 -1.838
H -2.836 -1.683 -1.783
C -0.846 0.819 3.643
P 0.317 1.247 2.234
H 0.523 3.420 3.098
H -1.833 1.088 3.225
C 1.976 1.102 3.104
H 1.716 1.398 4.129
C 0.806 -4.149 -1.418
H -0.037 -4.829 -1.612
H 0.765 -3.822 -0.370
H 1.737 -4.723 -1.547
C 0.843 -3.505 -3.861
H 1.461 -4.413 -3.899
H 1.284 -2.789 -4.563
H -0.157 -3.768 -4.225
C -2.537 -3.366 -3.072
H -2.525 -2.781 -3.999
H -3.566 -3.727 -2.934
H -1.895 -4.247 -3.193
C -2.355 -3.389 -0.566
H -3.440 -3.442 -0.378
H -1.886 -2.964 0.329
H -1.991 -4.416 -0.707
C -1.841 0.192 -3.568
H -2.806 -0.308 -3.748
H -1.674 0.928 -4.367
H -1.892 0.741 -2.614
C 0.644 -0.131 -3.966
H 0.964 0.559 -3.175
H 0.469 0.461 -4.876
H 1.450 -0.846 -4.178
C -0.622 1.651 4.914
H -0.395 2.706 4.732
H 0.174 1.225 5.539
H -1.549 1.618 5.507
C -0.877 -0.668 4.011
H 0.026 -0.969 4.558
C 0.845 3.757 1.002
H -1.003 -1.332 3.147
H -1.737 -0.825 4.680
C -1.408 3.486 2.136
H 0.188 3.956 0.151
H 1.242 4.726 1.350
H 1.684 3.162 0.620
C 0.073 3.092 2.146
H -1.481 4.538 1.819
H -1.870 3.393 3.130
H -1.981 2.888 1.413
C 3.047 2.066 2.595
H 3.299 1.875 1.544
H 3.954 1.892 3.188
H 2.758 3.118 2.709
C 2.518 -0.331 3.137
H 1.803 -1.075 3.512
H 3.401 -0.335 3.793
H 2.852 -0.651 2.141
H -1.086 2.136 -0.357
H -1.330 1.676 -0.906
N 0.406 4.256 -3.537
C -0.102 3.259 -2.776
N 0.867 2.685 -2.062
C 2.047 3.339 -2.347
C 3.329 3.242 -1.789
C 4.250 4.240 -2.116
C 3.949 5.233 -3.073
C 2.690 5.284 -3.687
C 1.770 4.338 -3.295
H -0.097 4.858 -4.181
H -1.153 2.996 -2.766
H 3.553 2.388 -1.144
H 5.227 4.259 -1.633
H 4.708 5.968 -3.327
H 2.420 6.026 -4.429

Values from the calculation:
- HOMO level (alpha / beta): -20.643 / -20.424 eV
- E_LUMO (alpha / beta): -15.229 / -14.606 eV
- Gap between HOMO and LUMO (alpha / beta): 5.41 / 5.82 eV
- Total charge: +4
- Spin multiplicity: 1
- E: -60250.3043 eV
- ΔE to the lowest compared entry with this formula, charge and spin: 0.0000 eV
- Maximum force: 0.118 hartree/bohr

=====

# 9
Formula: C3H3NO2
Source: the OMol25 dataset
Level of theory: the ωB97M-V functional and the def2-TZVPD basis

Atoms and positions in Å:
C 2.570 0.185 -0.045
C -0.044 0.657 -0.154
C 1.196 -0.037 0.155
N 3.685 0.400 -0.171
O 0.440 0.444 1.157
O 0.933 -1.940 0.110
H -0.019 1.694 -0.473
H -0.903 0.074 -0.456
H 0.296 -2.072 0.811

Values from the calculation:
- HOMO level: -10.958 eV
- E_LUMO: -0.270 eV
- Gap between HOMO and LUMO: 10.69 eV
- Spin multiplicity: 1
- E: -8740.5102 eV
- ΔE to the lowest compared entry with this formula, charge and spin: 4.6210 eV
- Maximum force: 0.103 hartree/bohr

=====

# 10
Formula: CH8O2S
Source: the OMol25 dataset
Level of theory: the ωB97M-V functional and the def2-TZVPD basis

Atoms and positions in Å:
C 0.622 0.215 -1.345
S 0.142 1.805 -0.751
H 0.890 0.414 -2.372
H 1.482 -0.424 -1.129
H -0.206 -0.603 -1.156
H -1.000 2.144 -1.499
H 1.983 -0.350 0.848
H 0.820 -1.365 1.245
O 1.581 -1.019 1.450
H -1.446 -0.145 1.883
H -2.635 0.022 1.266
O -2.233 -0.695 1.559

Values from the calculation:
- HOMO level: -9.466 eV
- E_LUMO: 0.469 eV
- Gap between HOMO and LUMO: 9.94 eV
- Spin multiplicity: 1
- E: -16094.9347 eV
- SMILES string: CS.O.O
- ΔE to the lowest compared entry with this formula, charge and spin: 2.2095 eV
- Maximum force: 0.170 hartree/bohr